No. 1
An isolated molecule of C4H9NO2, computed with ωB97M-V/def2-TZVPD.

Each line ends with the natural charge from an NBO analysis.
Element x y z (Å)
C -0.197 1.295 -1.650  -0.46
N -1.409 1.092 -0.877  -0.50
C -1.712 0.210 -0.032  0.41
O -1.123 -0.867 0.566  -0.53
C 0.190 -1.386 0.365  -0.10
C 1.187 -0.697 1.286  -0.09
O 1.353 0.676 1.008  -0.71
H 0.747 1.089 -1.128  0.21
H -0.238 0.704 -2.575  0.20
H -0.180 2.347 -1.960  0.20
H -2.715 0.253 0.394  0.16
H 0.103 -2.435 0.679  0.20
H 0.483 -1.354 -0.691  0.19
H 0.849 -0.859 2.324  0.17
H 2.170 -1.169 1.163  0.19
H 0.492 1.101 1.129  0.47

Cartesian forces (eV/Å) of the 2 atoms listed first:
C 0.3 0.0 -0.1
N 0.1 -0.4 0.2

Summary:
HOMO-LUMO gap, Ha: 0.37975
Energy relative to the best compared isomer or geometry (same formula, charge and spin), eV: 2.481
SMILES: C/N=C\OCCO

***

No. 2
An isolated molecule of C4H9NO2, computed with ωB97M-V/def2-TZVPD.

Each line ends with the natural charge from an NBO analysis.
Element x y z (Å)
C -0.471 0.073 -1.842  -0.62
C -0.359 0.556 -0.352  -0.07
C -1.018 -0.521 0.536  -0.07
O -2.365 -0.144 0.780  -0.73
N 1.065 0.954 -0.157  -0.64
C 1.983 0.085 0.357  0.53
O 1.739 -0.997 0.841  -0.60
H -0.738 0.876 -2.550  0.21
H -1.292 -0.645 -1.879  0.20
H 0.523 -0.276 -2.125  0.22
H -0.884 1.477 -0.113  0.21
H -0.939 -1.535 0.141  0.18
H -0.514 -0.479 1.494  0.19
H -2.987 -0.764 0.377  0.47
H 1.136 1.941 0.011  0.40
H 2.996 0.518 0.330  0.11

Cartesian forces (eV/Å) of the 2 atoms listed first:
C -0.6 1.4 0.5
C 0.3 -0.4 -1.4

Summary:
HOMO-LUMO gap, Ha: 0.38158
Energy relative to the best compared isomer or geometry (same formula, charge and spin), eV: 1.663
SMILES: C[C@@H](CO)NC=O

***

No. 3
An isolated molecule of C4H9NO2, computed with ωB97M-V/def2-TZVPD.

Each line ends with the natural charge from an NBO analysis.
Element x y z (Å)
C -1.748 0.131 -0.517  -0.62
C -0.456 0.485 0.206  -0.30
C -0.161 -0.291 1.493  -0.07
O 1.152 -0.637 1.036  -0.54
C 0.911 -0.087 -0.272  0.64
N 1.943 0.830 -0.631  -0.85
O 0.872 -1.047 -1.272  -0.70
H -2.606 0.456 0.086  0.22
H -1.824 0.608 -1.500  0.22
H -1.865 -0.955 -0.650  0.19
H -0.367 1.568 0.330  0.22
H -0.155 0.276 2.430  0.18
H -0.792 -1.182 1.623  0.16
H 2.543 0.384 -1.316  0.38
H 2.528 0.968 0.177  0.37
H 0.024 -1.507 -1.223  0.48

Cartesian forces (eV/Å) of the 2 atoms listed first:
C 0.0 0.0 0.0
C -0.1 0.0 0.0

Summary:
HOMO-LUMO gap, Ha: 0.38966
Energy relative to the best compared isomer or geometry (same formula, charge and spin), eV: 1.604
SMILES: C[C@H]1CO[C@@]1(N)O

***

No. 4
A cluster of 2 separate species, C4H9NO2 in total, computed with ωB97M-V/def2-TZVPD.

Each line ends with the natural charge from an NBO analysis.
Element x y z (Å)
O -0.030 -1.775 1.089  -0.77
C 0.439 -0.806 1.757  0.63
O 0.837 0.326 1.332  -0.81
H 0.578 -0.962 2.847  0.06
C -1.526 1.535 -0.278  -0.62
C -0.265 1.342 -1.145  -0.23
C 0.897 -0.813 -1.173  0.15
N -0.119 -0.085 -1.476  -0.43
H -2.426 1.274 -0.827  0.20
H -1.424 0.914 0.611  0.26
H -1.621 2.584 0.034  0.23
H -0.338 1.921 -2.077  0.20
H 0.633 1.637 -0.588  0.26
H 0.858 -1.880 -1.297  0.23
H 1.794 -0.303 -0.812  0.24
H -0.947 -0.546 -1.893  0.42

Cartesian forces (eV/Å) of the 2 atoms listed first:
O 0.6 1.0 0.1
C 0.5 0.3 -0.6

Summary:
HOMO-LUMO gap, Ha: 0.30535
Energy relative to the best compared isomer or geometry (same formula, charge and spin), eV: 2.485

***

No. 5
An isolated molecule of C4H9NO2, computed with ωB97M-V/def2-TZVPD.

Each line ends with the natural charge from an NBO analysis.
Element x y z (Å)
C 0.693 -0.916 -1.267  -0.62
C 0.174 0.141 -0.287  -0.07
C 0.734 0.056 1.158  -0.07
O 2.092 -0.392 1.132  -0.73
N -1.322 -0.014 -0.153  -0.64
C -2.067 1.025 0.341  0.53
O -1.864 1.601 1.376  -0.58
H 0.014 -1.004 -2.113  0.21
H 1.677 -0.720 -1.687  0.22
H 0.778 -1.845 -0.707  0.23
H 0.324 1.154 -0.665  0.18
H 0.202 -0.735 1.679  0.19
H 0.656 0.979 1.727  0.20
H 2.638 0.081 0.503  0.46
H -1.668 -0.583 -0.907  0.39
H -3.062 1.174 -0.130  0.10

Cartesian forces (eV/Å) of the 2 atoms listed first:
C -0.1 0.1 0.8
C -1.1 0.5 1.1

Summary:
HOMO-LUMO gap, Ha: 0.38730
Energy relative to the best compared isomer or geometry (same formula, charge and spin), eV: 1.615
SMILES: C[C@H](CO)NC=O

***

No. 6
A cluster of 2 separate species, C4H9NO2 in total, computed with ωB97M-V/def2-TZVPD.

Each line ends with the natural charge from an NBO analysis.
Element x y z (Å)
H -1.004 0.089 -1.095  0.36
N -0.476 -0.780 -0.968  -0.62
C 0.260 -0.673 0.057  0.12
C 0.337 0.553 0.930  -0.14
O -0.443 1.560 0.350  -0.54
C -0.673 2.651 1.205  -0.24
H 0.893 -1.523 0.333  0.19
H -0.021 0.300 1.943  0.19
H 1.390 0.868 1.030  0.19
H -1.240 2.343 2.097  0.17
H 0.268 3.119 1.528  0.17
H -1.260 3.380 0.641  0.20
C 0.485 -2.963 -2.012  0.30
O 0.815 -3.617 -1.051  -0.56
H 1.162 -2.223 -2.480  0.11
H -0.495 -3.082 -2.508  0.12

Cartesian forces (eV/Å) of the 2 atoms listed first:
H 0.0 -0.1 -0.1
N 0.2 0.2 0.3

Summary:
HOMO-LUMO gap, Ha: 0.38115
Energy relative to the best compared isomer or geometry (same formula, charge and spin), eV: 2.990
SMILES: [H]/N=C\COC.C=O

***

No. 7
A cluster of 2 separate species, C4H9NO2 in total, computed with ωB97M-V/def2-TZVPD.

Each line ends with the natural charge from an NBO analysis.
Element x y z (Å)
C -2.550 -0.688 -0.577  -0.63
C -1.062 -0.609 -0.441  0.05
C -0.431 -0.474 0.865  -0.11
O -0.535 0.652 -0.041  -0.53
H -2.864 -1.737 -0.546  0.22
H -2.885 -0.242 -1.518  0.22
H -3.018 -0.151 0.254  0.22
H -0.469 -1.081 -1.229  0.19
H -1.039 -0.338 1.759  0.19
H 0.570 -0.861 1.025  0.23
H 3.019 0.399 1.674  0.35
N 2.238 0.548 1.046  -0.77
C 2.635 0.996 -0.075  0.43
O 1.822 1.270 -1.089  -0.69
H 3.674 1.209 -0.336  0.14
H 0.893 1.108 -0.771  0.51

Cartesian forces (eV/Å) of the 2 atoms listed first:
C -0.1 0.0 0.0
C -0.3 -0.3 -0.1

Summary:
HOMO-LUMO gap, Ha: 0.40787
Energy relative to the best compared isomer or geometry (same formula, charge and spin), eV: 2.428
SMILES: C[C@@H]1CO1.[H]/N=C/O

***

No. 8
An isolated molecule of C4H9NO2, computed with ωB97M-V/def2-TZVPD.

Each line ends with the natural charge from an NBO analysis.
Element x y z (Å)
C -0.683 1.450 -0.326  -0.62
C 0.192 0.461 0.441  -0.05
N -0.235 0.423 1.831  -0.83
C 0.075 -0.975 -0.153  -0.02
O -1.201 -1.185 -0.704  -0.71
C 1.163 -1.135 -1.197  0.42
O 2.327 -1.272 -0.953  -0.51
H -0.664 1.232 -1.399  0.22
H -0.325 2.470 -0.161  0.21
H -1.708 1.363 0.033  0.23
H 1.252 0.756 0.339  0.18
H -0.337 1.366 2.190  0.36
H 0.443 -0.063 2.404  0.36
H 0.280 -1.676 0.666  0.19
H -1.365 -2.123 -0.781  0.48
H 0.786 -1.091 -2.230  0.11

Cartesian forces (eV/Å) of the 2 atoms listed first:
C 0.2 -0.1 -0.1
C 0.0 -0.3 -0.3

Summary:
HOMO-LUMO gap, Ha: 0.37645
Energy relative to the best compared isomer or geometry (same formula, charge and spin), eV: 1.725
SMILES: C[C@@H](N)[C@@H](O)C=O

***

No. 9
An isolated molecule of C4H9NO2, computed with ωB97M-V/def2-TZVPD.

Each line ends with the natural charge from an NBO analysis.
Element x y z (Å)
C -1.366 -0.099 -1.046  -0.65
C -0.644 0.639 0.078  0.11
O -1.542 1.359 0.907  -0.72
C 0.101 -0.333 0.993  -0.52
C 1.253 -0.995 0.257  0.68
N 2.275 -0.150 -0.076  -0.84
O 1.252 -2.167 -0.074  -0.61
H -2.260 -0.583 -0.639  0.22
H -0.728 -0.877 -1.480  0.23
H -1.669 0.584 -1.847  0.21
H 0.090 1.336 -0.360  0.15
H -2.061 1.946 0.343  0.47
H 0.462 0.214 1.872  0.23
H -0.578 -1.121 1.330  0.24
H 3.079 -0.540 -0.543  0.40
H 2.335 0.787 0.287  0.39

Cartesian forces (eV/Å) of the 2 atoms listed first:
C -0.1 0.0 0.0
C 0.3 -0.2 -0.2

Summary:
HOMO-LUMO gap, Ha: 0.39169
Energy relative to the best compared isomer or geometry (same formula, charge and spin), eV: 0.475
SMILES: C[C@@H](O)CC(N)=O

***

No. 10
An isolated molecule of C4H9NO2, computed with ωB97M-V/def2-TZVPD.

Each line ends with the natural charge from an NBO analysis.
Element x y z (Å)
C -0.955 1.152 -1.352  -0.62
C 0.174 0.220 -0.835  -0.15
C 1.481 0.963 -0.886  0.42
O 2.462 0.505 -0.335  -0.51
N -0.119 -0.182 0.549  -0.66
C -1.194 -1.097 0.707  0.10
O -1.376 -1.444 2.108  -0.72
H -0.508 1.615 -2.245  0.21
H -1.905 0.702 -1.623  0.23
H -1.024 1.922 -0.584  0.22
H 0.345 -0.688 -1.423  0.20
H 1.749 1.682 -1.679  0.13
H 0.777 -0.499 0.919  0.38
H -2.164 -0.611 0.549  0.16
H -1.243 -2.032 0.117  0.14
H -0.764 -0.858 2.551  0.47

Cartesian forces (eV/Å) of the 2 atoms listed first:
C 1.7 -0.2 -0.5
C -2.1 0.7 0.8

Summary:
HOMO-LUMO gap, Ha: 0.36647
Energy relative to the best compared isomer or geometry (same formula, charge and spin), eV: 2.495
SMILES: C[C@@H](C=O)NCO

***

No. 11
An isolated molecule of C4H9NO2, computed with ωB97M-V/def2-TZVPD.

Each line ends with the natural charge from an NBO analysis.
Element x y z (Å)
C 1.790 -0.739 1.065  -0.63
C 0.536 -0.628 0.175  0.08
O -0.388 -1.694 0.523  -0.74
C -0.230 0.675 0.226  -0.27
N -1.377 0.533 -0.711  -0.61
C -1.485 1.339 -1.786  0.52
O -0.694 2.209 -2.097  -0.63
H 1.503 -1.285 1.958  0.20
H 2.192 0.228 1.380  0.21
H 2.603 -1.194 0.540  0.22
H 0.816 -0.950 -0.803  0.19
H -0.390 -1.881 1.466  0.46
H -0.700 0.850 1.191  0.20
H 0.324 1.460 -0.283  0.25
H -2.165 -0.025 -0.428  0.40
H -2.337 1.102 -2.416  0.11

Cartesian forces (eV/Å) of the 2 atoms listed first:
C -0.6 1.1 0.1
C 0.0 -1.3 1.7

Summary:
HOMO-LUMO gap, Ha: 0.38856
Energy relative to the best compared isomer or geometry (same formula, charge and spin), eV: 1.297
SMILES: C[C@@H](O)CNC=O

***

No. 12
A cluster of 2 separate species, C4H9NO2 in total, computed with ωB97M-V/def2-TZVPD.

Each line ends with the natural charge from an NBO analysis.
Element x y z (Å)
C -1.583 -0.415 -0.361  -0.64
C -0.320 -1.115 0.151  -0.07
C 0.259 -0.757 1.468  -0.27
N 0.998 -0.492 0.239  -0.59
H -2.462 -0.821 0.170  0.22
H -1.761 -0.603 -1.427  0.21
H -1.562 0.661 -0.176  0.24
H -0.276 -2.162 -0.143  0.19
H -0.106 0.168 1.919  0.22
H 0.606 -1.540 2.132  0.20
H 1.766 -1.146 0.089  0.37
O 0.262 2.126 0.292  -0.66
C 1.090 1.616 -0.432  0.68
O 0.868 1.213 -1.703  -0.71
H 2.173 1.631 -0.238  0.12
H 0.045 1.636 -1.982  0.49

Cartesian forces (eV/Å) of the 2 atoms listed first:
C 0.2 -0.1 0.0
C -0.6 -0.4 -0.1

Summary:
HOMO-LUMO gap, Ha: 0.38105
Energy relative to the best compared isomer or geometry (same formula, charge and spin), eV: 2.415
SMILES: C[C@@H]1CN1.O=CO